1.
176
Properties=species:S:1:pos:R:3:mulliken_spin:R:1 method="wB97M-V/def2-TZVPD" s_squared=0.755 de_lowest_kcal_mol=0.0 total_charge=+8 spin_multiplicity=2 fmax_ev_per_a=4.155 mol_weight_g_mol=929.40 e_tot_ev=-83255.109 homo_ev="-23.9 / -23.9"
N -2.33870 -26.38924 0.45709 0.000
H -7.98687 -28.41378 -0.83376 0.000
N -14.67957 -25.87335 -7.83625 0.000
C -12.56186 -29.80284 1.54422 -0.001
H -9.53280 -23.66227 -4.04535 0.000
N -7.22193 -27.41591 -6.40263 0.000
H -5.20100 -26.94471 3.00420 0.000
H -9.02699 -24.48138 -5.48469 0.000
H -4.09911 -28.74612 -3.02846 0.000
H -12.58786 -22.68296 -4.48500 0.000
O -8.25676 -22.75858 -5.45595 0.000
H -8.96711 -27.01035 3.83413 0.000
H -1.96451 -24.77240 -0.78061 0.000
H -9.23390 -19.65757 -3.07865 0.000
H -0.18153 -26.35957 -1.34225 0.000
H -6.86274 -28.24762 -6.84909 0.000
H -4.55437 -25.24769 -6.74790 0.000
H -12.68706 -32.37329 -10.15056 0.000
H -4.64849 -31.79775 -5.23641 0.000
H -10.60183 -34.01583 -3.66957 0.000
H -10.23577 -20.91562 -5.05088 0.000
C -9.22723 -24.91788 -9.34162 0.000
H -10.91139 -27.88847 0.16893 -0.001
C -11.53633 -27.48819 0.96726 -0.001
H -12.44942 -28.10463 4.10294 0.000
H -10.33197 -23.28894 -5.65573 0.000
N -13.47603 -30.39016 -10.09205 0.000
H -10.44698 -30.09618 -2.57020 0.000
O -14.44846 -28.51025 -1.58851 0.126
H -10.09271 -18.78394 -4.14839 0.000
N -12.76610 -28.04007 3.14604 0.000
C -12.38526 -26.73666 -7.13788 0.000
O -10.87779 -29.64429 -9.06223 0.000
H -12.51448 -27.41239 -7.98334 0.000
H -8.61827 -24.03897 -9.55323 0.000
H -8.39284 -18.92342 -4.28238 0.000
C -8.90951 -19.94817 -6.50386 0.000
H -14.45886 -24.89734 -7.97333 0.000
H -14.47355 -27.29865 -6.31036 0.000
H -2.66807 -27.34307 0.49976 0.000
H -11.91113 -29.11560 -2.12814 -0.005
H -13.87547 -30.39391 -9.16440 0.000
C -13.84931 -26.46521 -6.63256 0.000
H -5.56525 -24.60603 -4.06660 0.000
H -15.66185 -25.78217 -7.61969 0.000
C -3.63186 -30.06144 -4.62033 0.000
C -10.14805 -29.25059 -7.91288 0.000
H -13.13469 -29.45393 -10.25660 0.000
H -6.11883 -24.77174 -2.38124 0.000
H -9.71297 -19.44044 -7.03746 0.000
H -12.70644 -30.66177 2.19953 0.000
H -10.23443 -24.69831 -8.98745 0.000
N -9.27092 -19.36168 -4.04362 0.000
H -13.67840 -28.47343 3.14305 0.000
H -8.65777 -27.28206 1.14341 0.000
H -11.91622 -30.80999 -1.92381 0.000
C -9.41332 -23.52939 -5.12061 0.000
H -10.47655 -31.43409 -11.59353 0.000
O -15.40267 -27.29107 -0.07288 0.861
H -9.54708 -28.34320 -7.97268 0.000
H -11.70068 -24.99570 0.17555 0.000
H -2.35109 -29.42541 -6.33614 0.000
C -11.53263 -33.90084 -4.22499 0.000
C -5.42721 -25.15170 -3.13317 0.000
H -2.78197 -30.58098 -4.17777 0.000
C -11.61362 -31.55178 -4.58791 0.001
C -5.11876 -26.17069 -6.61506 0.000
H -14.16803 -30.53981 -10.81235 0.000
N -5.64866 -27.84823 3.06214 0.000
H -10.94717 -25.52836 -3.45744 -0.001
H -14.53835 -26.48570 -8.62694 0.000
O -12.16819 -32.67738 -3.86527 0.000
H -10.87090 -29.16571 -7.10148 0.000
C -10.80074 -25.16247 0.76750 0.001
H -1.20839 -26.07665 -2.73555 0.000
H -4.99315 -30.53701 -6.26099 0.000
H -4.10159 -26.84757 -1.57518 0.000
H -11.93200 -31.54980 -5.63037 0.000
C -8.22060 -21.55085 -4.63922 0.000
O -13.21928 -24.33010 -5.53819 0.000
H -12.43576 -24.28890 -3.60498 0.000
C -9.23665 -20.48164 -5.08986 0.000
H -13.49593 -26.28258 -4.75701 0.000
C -13.94798 -25.53817 -5.41245 0.002
H -4.80029 -30.23772 -2.70049 0.000
C -11.49259 -31.04186 -11.54984 0.000
O -8.31497 -26.47154 -3.73092 0.000
H -2.88659 -25.89660 1.14790 0.000
H -7.68970 -27.82124 4.83393 0.000
H -8.21911 -27.48560 -6.54715 0.000
H -8.39711 -21.72610 -3.57797 0.000
C -3.80983 -25.80198 -1.47665 0.000
H -7.76064 -29.56315 -4.53659 0.000
H -10.63652 -24.34185 1.46587 0.000
C -6.64770 -26.06138 -6.83791 0.000
C -11.81356 -28.59036 2.06296 0.003
C -7.13447 -25.66784 -8.21897 0.000
H -5.54016 -28.20700 4.00000 0.000
C -4.60510 -29.56674 -3.53703 0.000
H -7.35120 -29.60625 -2.77948 0.000
H -10.56343 -31.69516 -8.99470 0.000
H -11.40052 -34.06849 -5.29389 0.000
H -13.05163 -26.18606 -1.90529 0.014
H -7.88473 -26.69054 -1.14166 0.000
H -1.33319 -27.54515 -1.75719 0.000
C -14.65837 -27.37025 -1.07429 0.009
H -8.53272 -20.76499 -7.11944 0.000
H -1.39728 -26.40594 0.82256 0.000
H -7.13999 -27.55933 -5.40623 0.000
H -5.78478 -26.16721 -3.30338 0.000
O -8.58057 -25.56279 -8.18438 0.000
O -9.80714 -27.54675 -4.94505 -0.001
O -11.00748 -26.28723 1.57689 0.000
C -12.11327 -30.27712 -3.92801 -0.003
N -4.28706 -30.96516 -5.67943 0.000
H -14.63047 -25.71283 -2.61887 -0.003
H -13.96641 -23.43449 -3.74405 0.000
C -9.45151 -26.90082 -3.92215 -0.001
N -13.66003 -30.35758 -3.80539 0.002
H -6.79063 -26.34314 -9.00245 0.000
H -3.76347 -28.41789 -6.12609 0.000
H -12.52000 -27.31622 0.53032 -0.008
C -7.02359 -29.85565 -3.78872 0.000
H -2.42770 -28.31770 -4.94948 0.000
H -11.20498 -27.18986 -2.78235 -0.004
C -1.19982 -26.46409 -1.71677 0.000
H -12.09092 -31.25819 -12.43487 0.000
H -6.48901 -27.70013 -1.55789 0.000
O -6.66074 -27.18198 0.39068 0.000
C -14.11973 -26.06695 -1.72342 -0.002
O -5.87039 -29.14691 -4.22388 0.000
H -10.92661 -28.79041 2.66411 0.000
C -11.53496 -30.03127 -2.58436 0.007
H -7.45597 -28.90708 2.60725 0.000
H -11.87590 -30.26228 0.83255 0.000
H -12.89062 -27.05638 2.95382 0.000
H -7.85536 -26.01964 1.68710 0.000
H -12.00253 -29.40444 -4.57166 -0.002
C -13.03134 -23.65288 -4.25985 0.000
H -5.12901 -28.48742 2.47776 0.000
H -14.04925 -30.72826 -4.66051 0.000
C -12.31597 -31.34954 -10.19873 0.000
H -12.05161 -34.73682 -3.75605 0.000
C -7.90002 -27.17967 3.97822 0.000
H -8.14092 -19.17559 -6.48106 0.000
H -14.17933 -25.22660 -1.03178 0.002
H -9.95353 -25.34611 0.10675 0.000
H -6.87852 -30.93575 -3.80937 0.000
C -7.18846 -27.86414 2.77703 0.000
H -4.59938 -26.76225 -7.36899 0.000
H -13.98475 -30.96779 -3.06897 0.000
C -11.35325 -30.94407 -8.98197 0.000
H -11.42668 -29.95385 -11.55144 0.000
H -10.07132 -25.98482 -2.09949 0.000
H -9.30880 -25.64674 -10.14798 0.000
C -3.00782 -28.98709 -5.58468 0.000
H -4.85950 -26.48890 -5.60529 0.000
H -6.96373 -25.29929 -6.12556 0.000
H -4.44715 -25.49794 -0.64629 0.000
H -3.61178 -31.29089 -6.35619 0.000
H -11.89564 -30.92053 -8.03679 0.000
C -10.48101 -26.40926 -3.01607 0.009
H -13.55708 -29.59308 1.15226 -0.001
H -11.80304 -27.34753 -6.44798 0.000
H -6.73258 -24.66385 -8.35533 0.000
C -7.63759 -27.06293 1.45857 0.000
H -10.52616 -31.61694 -4.55190 0.000
C -7.30384 -27.56443 -0.84673 0.000
H -7.45020 -26.20847 4.18446 0.000
H -14.99562 -25.38596 -5.15285 0.000
O -4.05458 -25.02635 -2.68083 0.000
H -14.15439 -29.48452 -3.68928 -0.001
C -2.34163 -25.78296 -0.93761 0.000
H -9.31555 -29.85934 -7.56007 0.000
H -11.85242 -25.80018 -7.30282 0.000
H -7.23315 -21.10940 -4.77399 0.000

2.
74
Properties=species:S:1:pos:R:3:mulliken_spin:R:1 method="wB97M-V/def2-TZVPD" s_squared=6.046 de_lowest_kcal_mol=7.6 total_charge=0 spin_multiplicity=5 fmax_ev_per_a=0.674 mol_weight_g_mol=964.39 e_tot_ev=-139347.713 homo_ev="-6.5 / -8.7"
C 4.74388 0.38670 -5.26387 0.001
Br 4.16673 -2.75952 -2.66284 0.000
H 6.67849 -1.83647 2.01393 0.003
H -2.37838 4.38464 -2.55192 0.002
H 2.38674 2.99568 -3.14316 0.003
N -2.68143 -1.90960 -2.29866 0.059
H -2.86591 -5.44551 5.49991 0.001
C 4.92802 -0.64595 -4.36007 0.001
H 4.99680 1.04183 -0.69744 0.006
C 4.54477 -1.76700 2.00409 0.042
H -7.03993 3.85326 1.99396 0.003
N 1.38081 -0.41452 0.80147 -0.132
H 5.60271 0.91560 -5.65385 0.000
H -3.71023 -3.30654 4.52973 0.001
C 3.83245 -1.33871 -3.86144 0.000
N -0.72791 -1.14577 2.52220 0.025
C 2.02737 -1.27613 1.62709 0.315
N 2.03292 1.24388 -0.84125 -0.007
H -0.98996 5.34920 -4.38780 0.001
N 1.45418 -2.18013 2.45426 -0.008
C -1.94846 -1.67479 -1.31568 0.048
C -4.23769 2.09728 1.41569 0.058
C -2.67583 -3.60285 4.42561 0.020
C 1.35848 3.30739 -3.02561 0.022
Rh -0.58805 0.02144 0.91878 1.494
H 1.36958 0.30930 -5.47431 0.000
N -1.10873 -1.44605 -0.51447 0.140
C -4.41064 1.08637 2.37128 0.062
C -2.19401 -4.79223 4.95978 0.010
C -0.56228 4.62438 -3.70815 0.010
C -3.27099 0.21450 2.25171 0.304
N -2.49345 2.55526 -0.27236 -0.003
C -1.28561 2.42109 -0.70352 0.101
H -7.34292 2.08358 3.66749 0.003
C -6.28625 3.08328 2.08682 0.024
H 1.34838 4.67233 -4.67622 0.001
C 0.56994 2.78429 -2.02025 0.047
C 2.54446 -0.99468 -4.25345 -0.001
N -5.11003 -2.18913 -2.60842 0.030
C -2.99732 1.81224 0.74121 0.300
N -2.46782 0.67430 1.25629 -0.110
H 6.96784 -0.07436 0.33001 0.003
N -0.27155 1.61317 -0.21458 0.024
H 4.41307 -2.54567 2.74229 0.006
C -3.97908 -2.04975 -2.41705 -0.010
C 3.61416 -0.12963 0.46664 0.077
H -0.51852 -6.09920 5.23216 0.001
C -0.85822 -5.16434 4.80744 0.010
C 2.37031 0.04300 -5.16380 0.000
C -5.17787 3.10996 1.26058 0.045
C 2.29039 0.29909 0.09480 0.293
C 3.44783 -1.13379 1.43019 0.061
C 3.46243 0.72763 -5.67035 -0.001
H 5.92138 -0.93010 -4.04233 0.000
C 5.80204 -1.36575 1.58955 0.025
C 0.21124 -2.13078 2.79388 0.105
C 5.96734 -0.35707 0.62844 0.021
H -5.04213 3.88305 0.51726 0.007
C 0.76809 4.23859 -3.87260 0.009
C -0.44809 -3.17877 3.59087 0.033
C 0.03952 -4.35971 4.11530 0.021
C -1.77523 -2.80898 3.74287 0.033
H 3.30788 1.52713 -6.38265 0.000
C -0.75056 3.17113 -1.85298 0.034
C -1.34632 4.09448 -2.68949 0.020
C 4.87886 0.27316 0.05395 0.040
C -5.52867 1.06075 3.19809 0.045
H -5.66010 0.27478 3.92875 0.006
N -3.08642 -0.90897 2.98192 -0.004
I 0.85243 -1.96742 -3.54018 -0.001
C -6.45935 2.07157 3.04370 0.023
C 0.87401 1.78958 -0.97896 0.098
H 1.07511 -4.64055 3.98413 0.002
C -1.95469 -1.52443 3.04558 0.100